16
Properties=species:S:1:pos:R:3 method="wB97M-V/def2-TZVPD" homo_ev="-10.3 / -10.1" e_above_lowest_ev=2.3946 spin_multiplicity=2 gap_ev="11.01 / 6.00" s_squared=0.758 molar_mass_da=118.1
C -1.72092 0.66305 -1.84594
N -0.28429 0.84971 -1.39881
C -0.00947 0.42732 0.05062
C 1.35017 0.96049 0.31206
O 1.97032 0.67413 1.60566
C -0.32765 -0.98428 0.41770
O -0.24330 -1.24313 1.64236
O -0.76559 -1.60731 -0.54660
H -1.65436 0.48788 -2.99195
H -2.21711 1.52087 -1.50961
H -2.04228 -0.31686 -1.41108
H 0.29716 0.15551 -1.97602
H -0.78529 0.94953 0.61278
H 2.07007 0.36229 -0.25323
H 1.50883 2.01141 0.10504
H 1.36876 -0.10761 1.99772